{
  "formula": "C9H22MoN2O2",
  "method": "ωB97M-V/def2-TZVPD",
  "species": ["Mo", "O", "O", "N", "N", "C", "C", "C", "C", "C", "C", "C", "C", "C", "H", "H", "H", "H", "H", "H", "H", "H", "H", "H", "H", "H", "H", "H", "H", "H", "H", "H", "H", "H", "H", "H"],
  "coordinates": [[0.209, 0.457, 0.409], [-1.043, 0.675, -0.908], [2.226, 2.751, 0.394], [1.542, 0.496, -1.283], [1.609, -1.052, 1.271], [-2.431, 0.313, -0.457], [-3.090, -0.438, -1.588], [-2.240, -0.570, 0.778], [1.900, -0.837, -1.861], [1.948, -2.174, 0.320], [-3.108, 1.627, -0.132], [1.431, 2.069, 0.931], [1.033, 1.995, 2.408], [2.712, -1.677, -0.892], [0.966, -1.334, -2.130], [3.071, -2.554, -1.433], [-1.888, -1.575, 0.534], [-3.155, -0.647, 1.364], [-3.107, 2.280, -1.003], [0.325, 1.193, 2.697], [-4.144, 1.443, 0.157], [0.528, 2.933, 2.647], [-4.100, -0.727, -1.290], [1.007, -2.644, 0.024], [2.488, -0.614, 1.551], [1.929, 1.860, 3.015], [1.022, 1.027, -1.984], [2.529, -2.917, 0.865], [2.385, 1.043, -1.098], [-1.549, -0.123, 1.551], [-2.540, -1.344, -1.845], [1.243, -1.469, 2.128], [-3.165, 0.196, -2.469], [2.456, -0.667, -2.783], [3.618, -1.142, -0.585], [-2.617, 2.147, 0.695]],
  "e_tot_ha": -683.6828,
  "orbital_gap_ev": [8.4, 7.9],
  "total_charge": 2,
  "s2": 2.04,
  "multiplicity": 3
}

***

{
  "formula": "C9H22N2",
  "method": "ωB97M-V/def2-TZVPD",
  "species": ["N", "N", "C", "C", "C", "C", "C", "C", "C", "C", "C", "H", "H", "H", "H", "H", "H", "H", "H", "H", "H", "H", "H", "H", "H", "H", "H", "H", "H", "H", "H", "H", "H"],
  "coordinates": [[-2.231, -1.890, 0.236], [-2.063, -0.741, -0.544], [1.140, -0.880, 0.373], [0.620, 0.543, -0.169], [1.190, 1.698, 0.572], [-2.051, 1.629, -0.767], [0.975, -2.176, -0.602], [-1.850, 0.695, 1.508], [-1.455, 0.405, 0.054], [2.633, -0.822, 0.755], [0.793, 0.683, -1.659], [-2.719, 1.267, -1.644], [0.877, 2.688, 0.073], [-1.468, 1.690, 1.680], [-1.264, 0.015, 2.189], [1.080, -2.982, 0.091], [2.735, -0.299, 1.656], [-1.227, 2.401, -0.910], [0.955, 1.786, 1.539], [2.245, 1.707, 0.351], [3.290, -0.325, 0.016], [0.496, -1.172, 1.154], [2.908, -1.763, 0.975], [-1.254, -2.292, 0.521], [-2.886, 0.868, 1.606], [0.275, -0.067, -2.196], [1.809, -2.075, -1.185], [-2.619, 2.096, -0.027], [0.571, 1.645, -2.080], [-1.570, -1.040, -1.324], [-2.634, -1.638, 1.174], [1.969, 0.554, -1.793], [0.141, -2.188, -1.182]],
  "e_tot_ha": -465.4493,
  "orbital_gap_ev": 8.4
}

***

{
  "formula": "C9H22N2NiO2P2",
  "method": "ωB97M-V/def2-TZVPD",
  "species": ["Ni", "P", "P", "O", "O", "N", "N", "C", "C", "C", "C", "C", "C", "C", "C", "C", "H", "H", "H", "H", "H", "H", "H", "H", "H", "H", "H", "H", "H", "H", "H", "H", "H", "H", "H", "H", "H", "H"],
  "coordinates": [[0.228, 0.155, 1.080], [-0.110, 2.145, 1.676], [-1.586, -0.816, 1.721], [0.495, -0.566, 4.642], [-3.051, 0.418, -2.477], [1.879, 0.758, 0.387], [0.711, -1.574, 0.503], [-1.715, 0.386, -2.623], [-1.668, 1.933, -2.648], [1.204, 2.950, 0.772], [-1.182, -0.546, -3.793], [2.114, 2.066, 0.205], [-0.145, -2.567, 0.454], [2.154, -1.660, 0.097], [-1.573, -2.568, 1.011], [2.776, -0.276, -0.103], [-0.779, 2.370, -3.092], [0.170, -3.482, -0.050], [-1.578, -3.094, 2.020], [-2.734, -0.081, 1.431], [-0.819, -1.504, -3.361], [-0.308, -0.139, -4.332], [3.734, -0.230, 0.441], [3.001, 2.406, -0.385], [1.335, 4.024, 0.673], [2.299, -2.289, -0.795], [3.035, -0.139, -1.166], [-1.762, -1.279, 3.074], [0.578, 0.106, 5.341], [1.369, -0.977, 4.514], [0.098, 2.502, 3.044], [-2.453, -3.122, 0.613], [-1.681, 2.260, -1.602], [-2.555, 2.386, -3.103], [-1.295, 2.837, 1.288], [-0.937, 0.128, -1.833], [2.711, -2.140, 0.913], [-1.962, -0.783, -4.538]],
  "e_tot_ha": -2806.6768,
  "orbital_gap_ev": [6.7, 6.9],
  "total_charge": 1,
  "s2": 3.80,
  "multiplicity": 4
}

***

Please write out number 3 again, unchanged.
{
  "formula": "C9H22N2NiO2P2",
  "method": "ωB97M-V/def2-TZVPD",
  "species": ["Ni", "P", "P", "O", "O", "N", "N", "C", "C", "C", "C", "C", "C", "C", "C", "C", "H", "H", "H", "H", "H", "H", "H", "H", "H", "H", "H", "H", "H", "H", "H", "H", "H", "H", "H", "H", "H", "H"],
  "coordinates": [[0.228, 0.155, 1.080], [-0.110, 2.145, 1.676], [-1.586, -0.816, 1.721], [0.495, -0.566, 4.642], [-3.051, 0.418, -2.477], [1.879, 0.758, 0.387], [0.711, -1.574, 0.503], [-1.715, 0.386, -2.623], [-1.668, 1.933, -2.648], [1.204, 2.950, 0.772], [-1.182, -0.546, -3.793], [2.114, 2.066, 0.205], [-0.145, -2.567, 0.454], [2.154, -1.660, 0.097], [-1.573, -2.568, 1.011], [2.776, -0.276, -0.103], [-0.779, 2.370, -3.092], [0.170, -3.482, -0.050], [-1.578, -3.094, 2.020], [-2.734, -0.081, 1.431], [-0.819, -1.504, -3.361], [-0.308, -0.139, -4.332], [3.734, -0.230, 0.441], [3.001, 2.406, -0.385], [1.335, 4.024, 0.673], [2.299, -2.289, -0.795], [3.035, -0.139, -1.166], [-1.762, -1.279, 3.074], [0.578, 0.106, 5.341], [1.369, -0.977, 4.514], [0.098, 2.502, 3.044], [-2.453, -3.122, 0.613], [-1.681, 2.260, -1.602], [-2.555, 2.386, -3.103], [-1.295, 2.837, 1.288], [-0.937, 0.128, -1.833], [2.711, -2.140, 0.913], [-1.962, -0.783, -4.538]],
  "e_tot_ha": -2806.6768,
  "orbital_gap_ev": [6.7, 6.9],
  "total_charge": 1,
  "s2": 3.80,
  "multiplicity": 4
}

***

Please write out number 3 again, unchanged.
{
  "formula": "C9H22N2NiO2P2",
  "method": "ωB97M-V/def2-TZVPD",
  "species": ["Ni", "P", "P", "O", "O", "N", "N", "C", "C", "C", "C", "C", "C", "C", "C", "C", "H", "H", "H", "H", "H", "H", "H", "H", "H", "H", "H", "H", "H", "H", "H", "H", "H", "H", "H", "H", "H", "H"],
  "coordinates": [[0.228, 0.155, 1.080], [-0.110, 2.145, 1.676], [-1.586, -0.816, 1.721], [0.495, -0.566, 4.642], [-3.051, 0.418, -2.477], [1.879, 0.758, 0.387], [0.711, -1.574, 0.503], [-1.715, 0.386, -2.623], [-1.668, 1.933, -2.648], [1.204, 2.950, 0.772], [-1.182, -0.546, -3.793], [2.114, 2.066, 0.205], [-0.145, -2.567, 0.454], [2.154, -1.660, 0.097], [-1.573, -2.568, 1.011], [2.776, -0.276, -0.103], [-0.779, 2.370, -3.092], [0.170, -3.482, -0.050], [-1.578, -3.094, 2.020], [-2.734, -0.081, 1.431], [-0.819, -1.504, -3.361], [-0.308, -0.139, -4.332], [3.734, -0.230, 0.441], [3.001, 2.406, -0.385], [1.335, 4.024, 0.673], [2.299, -2.289, -0.795], [3.035, -0.139, -1.166], [-1.762, -1.279, 3.074], [0.578, 0.106, 5.341], [1.369, -0.977, 4.514], [0.098, 2.502, 3.044], [-2.453, -3.122, 0.613], [-1.681, 2.260, -1.602], [-2.555, 2.386, -3.103], [-1.295, 2.837, 1.288], [-0.937, 0.128, -1.833], [2.711, -2.140, 0.913], [-1.962, -0.783, -4.538]],
  "e_tot_ha": -2806.6768,
  "orbital_gap_ev": [6.7, 6.9],
  "total_charge": 1,
  "s2": 3.80,
  "multiplicity": 4
}

***

Copy entry 2 word for word.
{
  "formula": "C9H22N2",
  "method": "ωB97M-V/def2-TZVPD",
  "species": ["N", "N", "C", "C", "C", "C", "C", "C", "C", "C", "C", "H", "H", "H", "H", "H", "H", "H", "H", "H", "H", "H", "H", "H", "H", "H", "H", "H", "H", "H", "H", "H", "H"],
  "coordinates": [[-2.231, -1.890, 0.236], [-2.063, -0.741, -0.544], [1.140, -0.880, 0.373], [0.620, 0.543, -0.169], [1.190, 1.698, 0.572], [-2.051, 1.629, -0.767], [0.975, -2.176, -0.602], [-1.850, 0.695, 1.508], [-1.455, 0.405, 0.054], [2.633, -0.822, 0.755], [0.793, 0.683, -1.659], [-2.719, 1.267, -1.644], [0.877, 2.688, 0.073], [-1.468, 1.690, 1.680], [-1.264, 0.015, 2.189], [1.080, -2.982, 0.091], [2.735, -0.299, 1.656], [-1.227, 2.401, -0.910], [0.955, 1.786, 1.539], [2.245, 1.707, 0.351], [3.290, -0.325, 0.016], [0.496, -1.172, 1.154], [2.908, -1.763, 0.975], [-1.254, -2.292, 0.521], [-2.886, 0.868, 1.606], [0.275, -0.067, -2.196], [1.809, -2.075, -1.185], [-2.619, 2.096, -0.027], [0.571, 1.645, -2.080], [-1.570, -1.040, -1.324], [-2.634, -1.638, 1.174], [1.969, 0.554, -1.793], [0.141, -2.188, -1.182]],
  "e_tot_ha": -465.4493,
  "orbital_gap_ev": 8.4
}